Computed, not measured: one molecule with the formula C12H16N2O6S, with wB97M-V/def2-TZVPD.

Calculated values
energy relative to the best compared isomer or geometry (same formula, charge and spin): 0.0 kcal/mol
highest occupied orbital energy: -9.013 eV
SMILES: CC(=O)Nc1ccc(S(=O)(=O)N[C@@H](C(=O)O)[C@H](C)O)cc1

Structure (ORCA input):
```
! wB97M-V def2-TZVPD RIJCOSX def2/J DEFGRID3
* xyz 0 1
C -6.0381 -0.8840 -0.1476
C -4.7835 -0.2477 0.4102
O -4.6341 0.0218 1.5764
N -3.8506 -0.0097 -0.5679
C -2.5708 0.5194 -0.4489
C -2.0085 0.8587 0.7818
C -0.7167 1.3457 0.8319
C 0.0020 1.5060 -0.3356
S 1.7131 1.9808 -0.2667
O 2.0653 2.3710 1.0641
O 2.0608 2.8305 -1.3654
N 2.5385 0.5409 -0.5697
C 2.2435 -0.5772 0.3156
C 1.4590 -1.6194 -0.4935
O 0.2614 -1.6913 -0.4708
O 2.2063 -2.3723 -1.2916
C 3.5726 -1.1357 0.8802
C 4.1913 -0.1482 1.8589
O 4.4497 -1.4272 -0.1990
C -0.5481 1.1986 -1.5651
C -1.8350 0.7079 -1.6226
H -6.7465 -1.0423 0.6600
H -6.4892 -0.2369 -0.8969
H -5.7995 -1.8412 -0.6063
H -4.1077 -0.2763 -1.5088
H -2.5811 0.7235 1.6838
H -0.2537 1.6095 1.7697
H 2.5047 0.3210 -1.5545
H 1.6220 -0.2036 1.1328
H 3.1694 -2.2306 -1.1180
H 3.3866 -2.0987 1.3690
H 4.1954 0.8491 1.4240
H 5.2085 -0.4512 2.0955
H 3.6105 -0.1162 2.7753
H 4.7394 -0.5799 -0.5640
H 0.0353 1.3531 -2.4594
H -2.2722 0.4524 -2.5770
*
```

***

Computed, not measured: one molecule with the formula C12H16N2S at a distorted geometry, with wB97M-V/def2-TZVPD.

Calculated values
energy relative to the best compared isomer or geometry (same formula, charge and spin): 70.6 kcal/mol
highest occupied orbital energy: -7.742 eV
SMILES: S=C1NCCCN1CCc1ccccc1

Structure (ORCA input):
```
! wB97M-V def2-TZVPD RIJCOSX def2/J DEFGRID3
* xyz 0 1
S 0.2770 2.9482 -2.3140
C 0.8418 2.0856 -0.8088
N 2.1822 1.9772 -0.6876
C 2.7963 0.8205 0.1835
C 2.0186 0.8144 1.5511
C 0.5397 0.6229 1.1675
N -0.0107 1.5557 0.1221
C -1.4504 1.6252 0.0513
C -1.9612 0.6821 -0.9753
C -1.4536 -0.6938 -0.7153
C -2.1376 -1.3735 0.3552
C -1.7604 -2.6680 0.7934
C -0.6478 -3.1555 0.1358
C -0.0651 -2.5140 -0.9401
C -0.2958 -1.1929 -1.2848
H 2.7496 2.4884 -1.4734
H 2.8138 -0.1281 -0.3227
H 3.9076 0.9775 0.3081
H 2.3025 0.0403 2.3815
H 2.1049 1.7461 2.1595
H 0.4920 -0.4290 0.8382
H -0.1863 0.5994 2.0026
H -1.8104 1.0398 1.0481
H -1.6679 2.7382 0.1041
H -3.1333 0.5308 -0.8771
H -1.6771 1.0203 -1.9544
H -3.2119 -1.0709 0.5961
H -2.4921 -3.2102 1.5099
H -0.1854 -4.1292 0.4485
H 0.6875 -3.0646 -1.4866
H 0.4336 -0.6830 -1.9162
*
```

***

Computed, not measured: an isolated ion of composition C12H16N3 and charge +1 at a distorted geometry, with wB97M-V/def2-TZVPD.

Calculated values
energy relative to the best compared isomer or geometry (same formula, charge and spin): 195.2 kcal/mol
highest occupied orbital energy (alpha / beta): -11.872 / -11.786 eV

Structure (ORCA input):
```
! wB97M-V def2-TZVPD RIJCOSX def2/J DEFGRID3
* xyz 1 1
C -0.5821 -0.3127 3.5266
C 0.4440 -0.8815 2.8257
C -1.5711 0.5501 2.8915
C -1.4477 0.9165 1.5697
C 0.5438 -0.5161 1.3932
C 2.1437 -1.2983 -0.3483
C 0.4806 1.7436 -0.0701
C -0.3681 0.5974 0.6710
C -0.2532 0.6712 -0.7013
C 3.6670 -1.4842 -0.3585
C -1.8882 -0.8603 -1.7272
C -1.5798 1.3526 -2.6810
N 1.6146 -0.9751 0.9155
N 1.3653 -1.3144 -1.3332
N -0.8287 0.2827 -1.9406
H -0.6816 -0.5755 4.4764
H 1.3230 -1.4700 3.0497
H -2.3142 0.9908 3.5108
H -2.1810 1.7219 1.1061
H 0.0967 2.7546 0.0311
H 1.6232 1.5618 -0.0459
H 4.1622 -0.9855 -1.2299
H 3.9883 -2.5232 -0.1660
H 3.8917 -1.1219 0.6119
H -2.2271 -0.9896 -0.6700
H -2.6234 -0.6387 -2.4326
H -1.3819 -1.7973 -1.8741
H -0.9361 2.1177 -2.9612
H -1.9885 1.0082 -3.6549
H -2.4286 1.6646 -2.0028
H -0.0627 -0.1895 -2.3817
*
```

***

Computed, not measured: one molecule with the formula C12H16N4O2S at a distorted geometry, with wB97M-V/def2-TZVPD.

Calculated values
energy relative to the best compared isomer or geometry (same formula, charge and spin): 3.0 kcal/mol
highest occupied orbital energy: -9.213 eV
SMILES: Cc1nnc(C)n1-c1ccccc1CNS(C)(=O)=O

Structure (ORCA input):
```
! wB97M-V def2-TZVPD RIJCOSX def2/J DEFGRID3
* xyz 0 1
C 1.3757 -2.6488 -1.3691
C 0.9669 -1.4163 -2.1386
N 0.6399 -1.3520 -3.4263
N 0.4314 -0.0197 -3.7115
C 0.5897 0.6881 -2.6375
C 0.3750 2.1795 -2.6700
N 0.9255 -0.1376 -1.5732
C 1.3382 0.2569 -0.3036
C 2.5868 0.8302 -0.2080
C 3.0763 1.3148 1.0278
C 2.3638 1.1384 2.2130
C 1.1341 0.4984 2.1080
C 0.5994 0.0390 0.8747
C -0.8005 -0.5566 0.8222
N -1.7661 0.4939 1.2718
S -3.4124 0.0586 1.0965
C -3.7239 -0.9652 2.5509
O -3.5878 -0.7145 -0.1326
O -4.1504 1.3156 1.0980
H 2.0106 -2.4194 -0.5058
H 0.4305 -3.0950 -0.9961
H 1.9155 -3.3472 -1.9993
H 1.2597 2.6262 -2.1651
H -0.5385 2.4841 -2.1392
H 0.3182 2.5945 -3.6931
H 3.2399 0.8666 -1.1092
H 4.0260 1.8786 1.0601
H 2.7170 1.4798 3.1751
H 0.5485 0.3841 3.0322
H -1.0054 -0.8535 -0.2158
H -0.8649 -1.4711 1.4382
H -1.6523 1.3556 0.7819
H -3.2352 -1.9377 2.3804
H -4.8177 -1.1134 2.6585
H -3.3135 -0.4351 3.4044
*
```

***

Computed, not measured: one molecule with the formula C12H16Si at a distorted geometry, with wB97M-V/def2-TZVPD.

Calculated values
energy relative to the best compared isomer or geometry (same formula, charge and spin): 120.3 kcal/mol
highest occupied orbital energy: -9.015 eV
SMILES: C#C[Si](C)(C#C)[C@@H]1C[C@H]2CC[C@@H]1C2

Structure (ORCA input):
```
! wB97M-V def2-TZVPD RIJCOSX def2/J DEFGRID3
* xyz 0 1
C -0.1599 3.3756 1.9888
C 0.0034 2.1855 1.9999
Si 0.0178 0.3914 1.7651
C -0.7820 -0.6361 3.1530
C 1.8034 -0.0694 2.0507
C 2.8430 -0.6530 2.2351
C -0.8035 0.0020 -0.0796
C -0.6241 -1.4517 -0.4825
C 0.1026 -1.2631 -1.8540
C -0.7592 -0.6119 -2.9491
C -0.8256 0.8435 -2.3871
C 0.0706 0.7726 -1.0821
C 1.1247 -0.1570 -1.4912
H 0.0218 4.3647 2.3220
H -0.0393 -1.1723 3.6461
H -1.4104 -0.0413 3.8337
H -1.3895 -1.4225 2.8696
H 3.7135 -1.1987 2.6644
H -1.8277 0.3436 -0.1401
H -1.6109 -1.9496 -0.6561
H 0.1453 -1.9953 0.2057
H 0.4706 -2.3193 -2.0882
H -1.8150 -1.1131 -3.0447
H -0.1308 -0.6602 -3.8334
H -0.2857 1.5709 -3.0391
H -1.7896 1.1993 -2.0785
H 0.3186 1.8345 -0.6134
H 1.8806 -0.5820 -0.6827
H 1.7370 0.4129 -2.2322
*
```

***

Computed, not measured: C12H17AgN12O2S3 as an isolated structure, with wB97M-V/def2-TZVPD.

Calculated values
energy relative to the best compared isomer or geometry (same formula, charge and spin): 0.0 kcal/mol
highest occupied orbital energy: -2.225 eV

Structure (ORCA input):
```
! wB97M-V def2-TZVPD RIJCOSX def2/J DEFGRID3
* xyz -2 1
Ag 0.2607 -0.1519 1.0937
N 3.7182 -0.0959 -0.3300
C 3.5989 -1.1013 0.6364
N 4.6220 -1.9092 0.8979
N 4.1415 -2.7503 1.8263
N 2.9026 -2.4633 2.0839
N 2.5162 -1.4047 1.3349
C 2.9843 1.0865 -0.3520
N 3.4803 2.2075 -0.8614
N 2.4682 3.0880 -0.7657
N 1.4358 2.5220 -0.2261
N 1.7252 1.2329 0.0437
H 4.6778 0.0452 -0.6010
O -0.8115 -2.6068 1.2572
N -2.0029 -2.5483 0.7725
C -2.4836 -3.6265 0.1015
C -3.7386 -3.6592 -0.4467
C -4.5475 -2.5326 -0.3222
C -4.0505 -1.4371 0.3426
C -2.7651 -1.4128 0.9118
S -2.1589 -0.0298 1.7353
H -1.7725 -4.4371 0.0534
H -4.0615 -4.5492 -0.9686
H -5.5399 -2.5049 -0.7537
H -4.6313 -0.5307 0.4376
S 1.0817 1.3095 4.2532
C 0.5516 -0.2606 4.4589
N -0.7266 -0.6055 4.8321
C -0.9754 -2.0104 4.4985
C 0.4387 -2.5811 4.3036
N 1.2666 -1.3841 4.3008
H -1.4152 0.0654 4.5229
H -1.5402 -2.0839 3.5695
H -1.5116 -2.5069 5.3097
H 0.5434 -3.1082 3.3562
H 0.7339 -3.2431 5.1221
H 2.1038 -1.3632 3.7326
C -1.8401 2.7481 -0.7117
S -1.5582 1.6206 -2.0709
C -0.4176 2.6717 -2.9808
O -2.7972 1.5730 -2.9152
H -2.2270 3.6964 -1.0881
H -0.8724 2.8652 -0.2151
H -2.5516 2.2680 -0.0424
H 0.4414 2.9263 -2.3589
H -0.9696 3.5599 -3.2910
H -0.1066 2.1092 -3.8605
*
```